[1]
21
Properties=species:S:1:pos:R:3:forces:R:3 method="wB97M-V/def2-TZVPD" homo_lumo_gap_ev=9.5 total_charge=0 relative_energy_kj_mol=219.0 spin_multiplicity=1 homo_ev=-9.1
H -1.7910 -1.5429 1.7636 2.7404 -1.1960 0.9474
H 3.4259 0.9282 -1.2786 1.2530 -0.0655 -0.3785
C -0.0453 -0.2117 -0.5119 -4.2534 -1.8426 2.5659
N -2.5852 -1.6090 -2.0518 0.1791 0.5607 0.7805
N -1.0394 1.8652 -0.6302 -0.6197 1.3020 0.5784
C 0.8582 -1.2358 -0.6049 -1.1659 1.4638 -0.6835
C 2.4609 0.5452 -1.1316 -2.7363 -0.0993 1.0054
C -2.5064 -1.0078 1.2710 -1.0604 -0.1260 -1.9212
C -2.1633 1.2424 -0.1237 0.9714 0.5962 -0.1915
H 1.7975 2.5980 -1.1652 -1.3130 -2.1978 0.4164
C -2.0140 -0.2169 0.0410 3.5983 -1.9615 -0.5554
C 1.4399 1.4868 -0.9967 0.9242 2.5982 -0.4621
H -3.1913 -1.8258 0.9954 -0.1211 0.7030 -0.3093
C 2.1246 -0.7925 -0.9394 1.1472 -1.2212 0.1335
H -1.1838 2.9092 -0.6354 0.9848 -1.6801 -0.1732
H -2.9394 -0.4659 2.0470 -1.0156 1.5719 0.8823
C -2.3404 -0.9489 -1.1307 -0.8289 -0.9018 -1.9095
H 2.8801 -1.5542 -0.9673 0.4824 -0.1412 -0.3140
C 0.1226 1.0933 -0.6648 1.7626 2.6766 -1.3298
O -3.1316 1.8807 0.1382 -1.7518 0.6292 0.5894
H 0.3970 -2.2072 -0.6267 0.8225 -0.6684 0.3287


[2]
14
Properties=species:S:1:pos:R:3:forces:R:3 method="wB97M-V/def2-TZVPD" smiles="[H]/N=C/N.CC=O" homo_lumo_gap_ev=9.8 total_charge=0 relative_energy_kj_mol=179.8 spin_multiplicity=1 homo_ev=-8.9
H 3.0215 0.0416 1.6636 0.0305 0.6769 -0.2060
H 1.9149 -1.2375 1.4961 -0.1401 -0.0255 -0.6368
C -1.9970 0.1644 -1.0567 0.9781 0.9314 0.1609
H 1.8958 1.3307 -0.2664 -0.4918 0.1130 -0.3615
C 2.0077 -0.1604 1.3220 -0.7139 -0.9611 1.1521
N -3.0903 0.6327 -0.6038 -0.6550 -0.7065 -0.4203
H 1.2797 0.2548 2.0277 0.2675 0.4951 -0.1047
N -1.1932 -0.5822 -0.2552 -1.0256 0.5206 0.0529
C 1.7300 0.2556 -0.0867 1.7488 -0.4673 0.6902
H -1.6795 -0.7151 0.6165 0.5883 -0.6452 0.3105
O 1.5778 -0.5554 -0.9608 -0.3394 0.2807 -0.5855
H -3.6080 1.0075 -1.3904 -0.0389 0.6074 0.2017
H -0.3085 -0.9679 -0.5200 -0.1048 -0.1173 0.0533
H -1.5509 0.5310 -1.9858 -0.1037 -0.7023 -0.3068


[3]
62
Properties=species:S:1:pos:R:3:forces:R:3 method="wB97M-V/def2-TZVPD" smiles="COc1ccc(S(=O)(=O)NCC(=O)N(CC(=O)NC[C@H]2CCCO2)Cc2ccccc2)cc1" homo_lumo_gap_ev=9.2 total_charge=0 relative_energy_kj_mol=122.1 spin_multiplicity=1 homo_ev=-8.9
H -3.3193 0.1854 -0.0318 -0.1229 -0.0296 -0.1099
H 2.9717 -2.3845 -2.5608 -0.0555 0.0069 -0.1220
H -5.0498 -0.6283 -3.3771 -0.0265 -0.0012 -0.0552
H 0.8615 -3.2668 -0.5165 -0.0522 0.1434 0.0110
H 0.4142 2.1805 -1.7868 -0.2412 0.0688 -0.0773
H 0.3091 -3.4488 -2.6872 -0.0772 0.0722 0.0460
C 3.3228 -2.0181 0.7738 -0.0944 -0.0472 -0.0781
C 0.3613 3.5598 1.8494 0.0307 0.1611 0.1246
N -2.0712 -1.8847 -1.2500 -0.0335 0.3482 0.3894
H 6.5424 -2.0632 -0.2441 0.0922 0.0114 0.0039
C 2.6864 -2.1631 -0.4522 0.0651 -0.0655 0.0564
H -5.1973 1.1255 -3.5870 -0.0182 -0.0020 -0.0661
C 0.9458 4.0348 3.0016 0.0224 -0.0767 0.0581
N 0.6450 -1.6214 -1.7323 -0.1570 -0.3919 -0.1149
C -3.8772 -0.2696 -0.8594 0.4887 -0.1700 -0.0728
C -4.9948 0.3347 -2.8688 -0.0669 -0.0802 0.2342
H -2.8165 0.0796 -2.7409 0.0818 0.0488 -0.0207
H 0.7363 -1.7388 0.3537 0.0706 -0.1365 -0.0257
C -3.6467 0.4887 -2.1697 -0.1197 -0.0114 0.1567
C -1.6256 -2.6041 -2.2886 0.5191 -0.0421 0.0685
H -3.7197 -2.2456 -0.0112 -0.0795 0.0010 -0.1144
H 5.1870 -1.8742 1.8091 0.0425 0.0184 0.0794
C 5.4648 -2.0912 -0.3020 0.0870 0.0057 0.0237
C 0.6916 -0.3019 -1.9989 0.2926 0.0599 -0.0322
H -6.2446 1.4050 -1.4474 -0.0166 -0.0967 -0.0458
C 0.6282 1.3071 2.6434 -0.1078 -0.0824 -0.1307
H 2.4612 0.8589 -1.6181 -0.0755 -0.0916 0.1005
H 1.0788 5.0911 3.1710 -0.0017 0.1286 -0.0058
H 1.5660 2.3072 6.5640 0.0256 0.0155 -0.0319
H 5.4257 -2.3202 -2.4295 0.0529 -0.0075 -0.0799
H 0.0091 4.2249 1.0783 -0.0020 0.2136 -0.0515
H 0.4763 0.2508 2.4866 0.0139 -0.1478 0.0441
C 0.2052 2.1945 1.6771 -0.2687 -0.4748 -0.4047
N 0.7753 1.8437 -0.8999 -0.6715 0.1500 0.4518
H 3.1828 2.2137 5.8061 -0.0400 0.0191 -0.0011
H -3.4358 1.5356 -1.9504 0.0191 0.0109 -0.0407
C 2.3877 2.8889 6.1360 0.0822 -0.1430 0.1880
O -1.5916 2.4449 -0.2378 0.1369 0.3172 -0.0859
C 4.8377 -2.2346 -1.5280 0.0523 -0.0177 -0.0484
C -5.9577 0.3706 -1.6833 -0.2581 0.2062 -0.2365
H -4.0340 -2.2504 -1.7596 0.0160 0.0488 0.1180
O 1.9419 3.7150 5.0835 -0.1195 0.1745 -0.2643
H -0.0995 -1.9995 -3.6220 -0.0239 -0.1717 0.1560
H -1.4741 -1.2243 -0.7671 0.1095 -0.1843 -0.2513
O 0.0988 0.1934 -2.9435 -0.0436 0.1817 -0.1031
O -0.7574 0.1841 0.3012 0.2666 0.1886 0.3082
H -6.8658 -0.2168 -1.8452 0.0508 0.0881 -0.0027
C 1.1795 -2.2200 -0.5255 0.1396 0.0388 0.2536
C -3.4794 -1.7538 -0.9598 -0.4320 0.0822 0.1168
H 1.5394 1.0679 4.5544 0.0271 -0.0398 0.0764
H 2.7313 -1.9347 1.6749 -0.0805 0.0330 0.1088
C 4.7039 -1.9850 0.8496 0.0677 -0.0026 0.0672
C -0.1331 -2.4518 -2.6251 -0.2554 -0.0404 -0.4490
S -0.5083 1.6027 0.1606 0.4761 0.3764 0.1152
H 1.7483 0.2017 -0.1278 0.2209 -0.1025 -0.0922
O -2.3168 -3.3522 -2.9511 -0.0760 -0.1601 -0.2997
H 2.7813 3.5660 6.8919 -0.0202 -0.0939 -0.0344
O -5.2650 -0.1761 -0.5716 0.0692 -0.1802 0.1415
C 1.3826 3.1461 3.9934 -0.0958 -0.1034 -0.2056
C 3.4567 -2.2729 -1.6026 -0.0565 0.0042 0.0449
C 1.5251 0.6196 -1.1050 0.0278 -0.1835 -0.0510
C 1.2183 1.7743 3.8059 0.1431 0.1548 0.2624


[4]
8
Properties=species:S:1:pos:R:3:forces:R:3 method="wB97M-V/def2-TZVPD" homo_lumo_gap_ev=10.7 total_charge=0 relative_energy_kj_mol=142.7 spin_multiplicity=1 homo_ev=-11.0
N -0.4370 0.9553 1.5923 1.2687 -1.8291 -3.2211
F -2.9495 0.1332 1.6170 1.2367 0.7257 0.3923
H 0.3469 0.5818 -0.8171 -0.4319 -0.5568 1.4642
C 0.2414 -0.0793 0.0968 -1.5045 4.3087 0.8176
H -0.4056 -0.8868 -0.0378 -0.9468 -1.1343 0.1414
F -2.6657 2.2209 0.6618 1.2828 -0.6351 1.0291
S -1.8019 1.3686 1.9127 -2.5689 -0.1426 -1.2815
H 1.1318 -0.2002 0.6066 1.6638 -0.7364 0.6582


[5]
6
Properties=species:S:1:pos:R:3:forces:R:3 method="wB97M-V/def2-TZVPD" homo_lumo_gap_ev=9.1 total_charge=0 relative_energy_kj_mol=372.3 spin_multiplicity=1 homo_ev=-9.7
H 1.0750 0.1572 1.0993 -1.9776 0.8794 -4.0014
Cl -1.0008 1.5379 0.0273 1.1444 -0.7354 0.1726
H 0.8673 0.4298 -1.0136 0.8696 0.5993 0.1251
O -1.2025 -1.3701 0.1432 0.6622 0.7915 -0.2511
N -0.0914 -1.0472 -0.1759 -0.7141 -2.1612 0.3043
C 0.3524 0.2924 -0.0804 0.0156 0.6264 3.6505


[6]
7
Properties=species:S:1:pos:R:3:forces:R:3 method="wB97M-V/def2-TZVPD" homo_lumo_gap_ev=12.0 total_charge=+1 relative_energy_kj_mol=93.9 spin_multiplicity=1 homo_ev=-17.6
C -0.8253 -0.0162 0.0385 -5.7948 1.6994 -4.6618
H 2.6441 -0.0971 0.2165 1.6016 0.1079 -0.1810
H -1.6985 0.9367 -0.4391 3.5212 -2.0997 1.8174
N 0.5092 0.0922 0.0262 3.7700 1.1864 -0.7568
H -1.1532 -0.3065 0.9733 -0.8118 -0.6304 1.9063
C 1.6522 0.1130 -0.0283 -2.7735 -0.3272 0.7191
H -1.1284 -0.7221 -0.7872 0.4874 0.0636 1.1568